[1]
Below is a structure of composition C15H27Br2F3I2N3, with properties calculated with ωB97M-V with the def2-TZVPD basis set.

Properties
LUMO (eV): -4.44
Electronic energy (hartree): -6794.8221
Multiplicity: 1
Net charge: +1

Each line ends with the Mulliken charge.
Element x y z (Å)
1 I -2.299 1.944 2.537  0.10
2 I -1.982 2.121 -1.729  0.24
3 Br 0.651 -1.669 1.905  0.05
4 Br -2.417 -3.132 1.830  -0.04
5 F 2.395 -2.648 -2.657  -0.29
6 F 0.308 -2.499 -3.159  -0.24
7 F 1.804 -1.963 -4.622  -0.29
8 N -0.734 -1.276 -0.533  0.59
9 N 0.766 0.516 -0.654  0.66
10 N -1.451 0.961 -0.112  -0.30
11 C -0.446 0.061 -0.409  -0.33
12 C -4.179 -0.600 -0.614  -0.90
13 C 2.311 1.846 0.801  -0.93
14 C 2.152 2.946 1.873  0.79
15 C 1.502 -1.892 -3.332  0.83
16 C 1.776 -0.302 -1.343  -1.00
17 C 1.493 -0.458 -2.845  -0.77
18 C 1.217 1.870 -0.289  -1.23
19 C -1.089 -3.497 0.464  -0.21
20 C -0.103 -2.344 0.247  -0.76
21 C 1.643 2.372 3.215  -1.35
22 C -1.788 -3.910 -0.836  -1.02
23 C 3.482 3.692 2.077  -1.74
24 C -2.463 0.572 0.862  -0.42
25 C -3.911 0.511 0.412  -0.78
26 H 2.719 0.231 -1.210  0.64
27 H -3.490 -0.579 -1.468  0.24
28 H 2.250 0.072 -3.432  0.39
29 H -1.110 -3.813 -1.689  0.21
30 H -4.492 0.279 1.312  0.51
31 H 1.422 3.686 1.525  0.30
32 H 0.525 -0.019 -3.115  0.23
33 H 0.973 3.074 3.716  0.29
34 H 0.754 -2.770 -0.285  0.63
35 H -2.093 -4.957 -0.762  0.41
36 H -2.188 -0.393 1.298  0.29
37 H 2.356 0.856 1.266  0.50
38 H -4.274 1.486 0.072  0.42
39 H -4.108 -1.584 -0.134  0.10
40 H -0.500 -4.338 0.840  0.51
41 H 1.902 -1.257 -0.836  0.52
42 H 2.493 2.164 3.874  0.37
43 H -5.187 -0.497 -1.021  0.46
44 H 0.373 2.491 -0.003  0.64
45 H 3.274 1.995 0.297  0.52
46 H -1.736 -1.414 -0.611  0.11
47 H 1.106 1.428 3.074  0.25
48 H 4.328 2.998 2.066  0.40
49 H 3.483 4.201 3.047  0.46
50 H 3.642 4.464 1.316  0.39
51 H 1.638 2.299 -1.207  0.25
52 H -2.696 -3.325 -1.017  0.33

[2]
Below is a structure of composition C8H11N, with properties calculated with ωB97M-V with the def2-TZVPD basis set.

Properties
LUMO (eV): 0.12
Electronic energy (hartree): -366.0110
Multiplicity: 1
Energy above the lowest of the compared OMol25 structures with the same formula, charge and spin (kJ/mol): 333.7

Each line ends with the Mulliken charge.
Element x y z (Å)
1 N -2.414 -1.631 -0.148  -0.61
2 C -2.002 -0.210 0.099  -0.73
3 C 1.393 1.037 -0.272  -1.10
4 C 0.469 -1.032 0.084  -0.78
5 C 2.877 -1.058 0.116  -0.76
6 C -0.728 2.405 0.075  -0.77
7 C -0.566 -0.150 0.161  0.87
8 C 1.729 -0.441 -0.014  0.67
9 C 0.067 1.157 -0.050  0.31
10 H -0.685 2.432 1.322  0.24
11 H 2.988 -2.128 0.129  0.28
12 H 2.158 1.888 -0.289  0.25
13 H -2.526 0.244 0.961  0.33
14 H 0.399 -2.075 -0.103  0.35
15 H -2.068 -2.334 0.606  0.27
16 H 3.904 -0.548 -0.083  0.23
17 H -2.249 -2.152 -1.017  0.26
18 H -2.334 0.516 -0.792  0.27
19 H -1.994 2.003 -0.377  0.13
20 H -0.123 3.320 -0.525  0.29

[3]
Below is a structure of composition C32H28FI2IrN5O6S, with properties calculated with ωB97M-V with the def2-TZVPD basis set.

Properties
LUMO (spin up / spin down) (eV): -0.59 / -1.50
Electronic energy (hartree): -3158.9826
Multiplicity: 6
Energy above the lowest of the compared OMol25 structures with the same formula, charge and spin (kJ/mol): 0.0
Expectation value of S²: 8.8046

Each line ends with the Mulliken charge.
Element x y z (Å)
1 Ir -1.583 0.048 -0.512  3.97
2 I -4.332 4.051 0.856  0.03
3 I 0.513 7.562 1.165  0.05
4 S -1.833 -0.578 1.817  -0.49
5 F 5.101 1.846 2.912  -0.34
6 O -3.494 -1.102 -1.098  -0.55
7 O -2.114 2.011 0.170  -0.98
8 O 4.851 -4.613 -2.465  -0.57
9 O -3.139 0.703 -2.200  -0.63
10 O 3.282 -2.709 -0.983  -0.68
11 O -4.875 -0.503 -2.656  -0.69
12 N -0.678 -2.185 -0.225  -0.02
13 N 0.137 1.480 -1.324  -0.53
14 N -0.698 -0.744 -2.643  -0.14
15 N 3.242 -4.941 -0.753  -0.14
16 N -3.872 -0.303 -2.030  1.08
17 C 0.858 -2.254 -4.351  -0.47
18 C -1.498 3.150 0.360  0.88
19 C -0.115 3.381 0.169  -0.87
20 C -1.180 -1.867 -3.187  -0.29
21 C -0.440 -2.649 -4.049  -0.94
22 C 3.856 0.869 1.153  -0.99
23 C -0.347 5.694 0.814  -0.70
24 C 1.345 -1.082 -3.809  -0.81
25 C -3.182 2.234 4.382  -0.67
26 C 0.528 -0.342 -2.961  0.69
27 C 4.637 -5.035 -1.148  -0.46
28 C -2.268 4.275 0.735  -0.38
29 C 0.436 4.639 0.396  -0.42
30 C -1.715 5.516 0.973  -0.13
31 C -4.268 0.370 2.638  -0.36
32 C 0.610 -2.403 -0.448  0.21
33 C -4.557 2.068 4.317  -0.43
34 C 1.189 -3.660 -0.409  0.28
35 C -1.465 -3.220 0.069  -0.54
36 C 0.825 2.288 -0.278  -0.21
37 C -2.347 1.460 3.590  -0.38
38 C -5.096 1.137 3.441  -0.69
39 C 3.924 1.706 2.273  0.11
40 C 0.370 -4.737 -0.093  -0.55
41 C 1.607 2.264 2.126  -0.98
42 C 2.797 2.386 2.763  -0.77
43 C -2.886 0.520 2.717  0.66
44 C 1.002 0.972 -2.391  -1.32
45 C 2.679 0.720 0.493  -0.92
46 C 2.649 -3.729 -0.742  0.41
47 C 1.414 1.429 0.892  2.99
48 C -0.974 -4.513 0.149  -1.24
49 H -0.554 2.096 -1.743  0.38
50 H -2.508 -2.989 0.243  0.52
51 H 1.224 -1.550 -0.685  0.26
52 H -1.640 -5.327 0.398  0.43
53 H 1.688 2.774 -0.747  0.36
54 H -6.169 1.012 3.375  0.37
55 H 1.479 -2.854 -5.004  0.47
56 H 4.928 -6.081 -1.089  0.38
57 H 2.661 0.038 -0.344  0.11
58 H 0.641 0.679 1.125  -0.77
59 H -2.350 6.341 1.264  0.37
60 H -2.754 2.965 5.056  0.39
61 H 4.689 -3.660 -2.470  0.36
62 H 1.047 1.695 -3.213  0.44
63 H -2.183 -2.147 -2.892  0.45
64 H 0.756 -5.747 -0.027  0.37
65 H -4.683 -0.353 1.949  0.40
66 H 2.691 -5.779 -0.696  0.21
67 H 4.744 0.339 0.835  0.56
68 H 2.896 2.997 3.650  0.49
69 H -5.207 2.671 4.938  0.37
70 H -1.273 1.567 3.658  0.37
71 H 2.347 -0.737 -4.026  0.46
72 H 0.743 2.789 2.507  0.46
73 H 5.232 -4.448 -0.444  0.29
74 H -0.867 -3.551 -4.464  0.44
75 H 1.500 4.779 0.247  0.48
76 H 2.022 0.866 -2.022  0.48